{"formula": "H5N4", "method": "ωB97M-V/def2-TZVPD", "homo_lumo_gap_ha": [0.3449, 0.3413], "total_charge": 1, "multiplicity": 1, "lumo_energy_ev": [-5.713, -5.945], "homo_ev": [-15.10, -15.23], "species": ["N", "N", "N", "N", "H", "H", "H", "H", "H"], "positions_angstrom": [[0.43993, 0.56464, 1.80969], [0.15946, -1.26619, -0.41293], [-0.16159, 0.94193, -0.71651], [-0.37502, -0.13839, -0.15482], [-0.44624, 0.46214, 2.34869], [-0.33758, -1.86309, 0.29837], [0.75585, -1.58085, -1.20078], [-0.40633, 1.85340, -0.47459], [0.37152, 1.02642, -1.49712]], "forces_ev_per_angstrom": [[-0.0639, 0.0926, 0.8864], [-1.8501, -0.2142, 1.0961], [0.2904, -0.8911, -1.2086], [-0.5808, 0.1541, 1.4160], [0.2728, 0.0727, 0.0308], [1.5359, -0.4537, -1.6111], [-0.3846, 0.4808, 0.5410], [-1.7005, 1.1955, 2.0010], [2.4809, -0.4366, -3.1517]], "nbo_charge": [-0.2629, -0.4647, -0.4067, 0.1786, 0.2534, 0.4546, 0.4347, 0.4364, 0.3766]}


{"formula": "C17H21BMnN4O4STe", "method": "ωB97M-V/def2-TZVPD", "s_squared": 3.7747, "homo_lumo_gap_ha": [0.3025, 0.3035], "total_charge": 2, "multiplicity": 4, "lumo_energy_ev": [-5.803, -5.766], "homo_ev": [-14.03, -14.02], "species": ["Mn", "C", "N", "C", "C", "O", "N", "C", "N", "H", "H", "H", "H", "H", "H", "H", "O", "B", "O", "C", "C", "C", "C", "C", "C", "H", "H", "H", "H", "C", "N", "C", "C", "O", "H", "H", "H", "H", "H", "H", "H", "Te", "C", "C", "C", "C", "S", "H", "H", "H"], "positions_angstrom": [[-0.75845, -0.52377, 1.08052], [-5.70596, 1.57971, -0.71433], [-4.40787, 1.23094, -0.14900], [-3.60503, 2.10910, 0.69676], [-2.42444, 1.21583, 0.93851], [-1.37884, 1.39868, 1.59149], [-2.58140, 0.03080, 0.32385], [-3.77769, 0.07234, -0.32882], [-4.24252, -0.93005, -1.04212], [-5.92885, 2.61077, -0.45643], [-6.49132, 0.94466, -0.30376], [-5.68493, 1.49858, -1.80155], [-4.10573, 2.36813, 1.63179], [-3.31765, 3.02703, 0.18018], [-3.66264, -1.74584, -1.20217], [-5.12104, -0.86692, -1.52952], [2.89420, -1.42137, -0.45743], [1.58518, -1.20222, -0.75777], [1.31414, 0.06488, -1.20329], [2.57100, 0.68559, -1.22168], [2.89079, 1.96191, -1.61854], [4.23752, 2.30379, -1.52933], [5.19381, 1.39965, -1.07156], [4.85246, 0.10824, -0.67902], [3.51821, -0.21117, -0.76723], [2.14483, 2.65196, -1.98639], [4.54994, 3.29323, -1.83258], [6.23024, 1.70426, -1.03018], [5.58940, -0.60705, -0.34232], [3.45690, 1.05926, 3.91898], [2.64964, -0.02144, 3.35283], [3.05552, -1.38363, 3.69431], [1.62428, 0.23412, 2.59270], [0.90085, -0.66764, 2.07065], [3.43123, 0.99964, 5.00565], [3.06576, 2.02223, 3.60095], [4.48630, 0.95654, 3.57979], [3.00356, -1.50965, 4.77478], [4.08229, -1.54021, 3.36737], [2.39915, -2.09649, 3.20896], [1.41005, 1.28900, 2.41054], [0.02313, -2.65375, -0.25956], [-1.17937, -2.47119, -1.96567], [-2.15371, -3.37508, -2.29385], [-2.79473, -3.05217, -3.52332], [-2.28379, -1.92519, -4.09199], [-1.02925, -1.24094, -3.15248], [-2.38987, -4.25205, -1.70621], [-3.57461, -3.65037, -3.97101], [-2.56067, -1.47270, -5.03149]], "forces_ev_per_angstrom": [[-0.2228, 0.3415, -0.1507], [0.0002, -0.0018, 0.0078], [-0.0019, -0.0335, -0.0040], [0.0033, -0.0059, -0.0525], [0.0745, 0.0265, 0.0609], [-0.0058, -0.0498, 0.0507], [0.0315, -0.0515, -0.0009], [0.0075, 0.1029, 0.0617], [0.0468, -0.1067, -0.0514], [-0.0039, 0.0008, -0.0021], [-0.0007, 0.0018, -0.0002], [0.0000, 0.0041, 0.0001], [-0.0161, -0.0087, -0.0022], [0.0076, 0.0024, 0.0119], [0.0143, 0.0686, -0.0310], [-0.0062, 0.0055, -0.0024], [0.0166, 0.0286, -0.0778], [0.0921, -0.1025, 0.1131], [-0.0507, 0.0671, -0.0517], [-0.0290, -0.0026, 0.0283], [-0.0100, 0.0135, 0.0038], [0.0091, 0.0065, 0.0036], [0.0005, 0.0056, 0.0054], [0.0096, 0.0058, 0.0103], [-0.0370, -0.0585, 0.0383], [0.0014, 0.0031, -0.0045], [-0.0004, 0.0018, -0.0030], [0.0022, 0.0020, -0.0044], [0.0023, -0.0042, -0.0036], [-0.0036, -0.0023, -0.0084], [0.0187, 0.0227, -0.0025], [-0.0094, -0.0019, -0.0036], [-0.0603, 0.0521, -0.0010], [0.1524, -0.0747, 0.0717], [-0.0035, -0.0027, 0.0012], [0.0008, -0.0009, -0.0016], [0.0010, 0.0018, -0.0062], [0.0020, 0.0006, 0.0013], [0.0004, -0.0039, -0.0078], [0.0057, -0.0001, -0.0043], [-0.0080, 0.0078, 0.0108], [0.0186, -0.2548, -0.1006], [-0.0096, 0.0108, 0.0109], [-0.0103, 0.0078, 0.0000], [0.0135, 0.0225, 0.0146], [-0.0274, -0.0115, 0.0039], [-0.0461, -0.0132, 0.0800], [0.0232, -0.0258, -0.0054], [0.0033, 0.0024, -0.0103], [0.0036, 0.0008, 0.0039]], "nbo_charge": [1.2054, -0.4316, -0.3521, -0.3166, 0.6619, -0.6460, -0.6968, 0.6732, -0.7374, 0.2504, 0.2310, 0.2268, 0.2695, 0.2672, 0.4465, 0.4323, -0.6521, 0.8197, -0.6737, 0.1821, -0.2225, -0.1924, -0.1866, -0.2531, 0.2604, 0.2411, 0.2401, 0.2409, 0.2480, -0.4094, -0.3231, -0.4291, 0.5451, -0.7728, 0.2310, 0.2242, 0.2281, 0.2331, 0.2301, 0.2375, 0.1758, 0.5188, -0.5494, -0.2900, -0.2623, -0.3973, 0.5052, 0.2480, 0.2553, 0.2658]}


What did we get for energy relative to the best compared isomer or geometry (same formula, charge and spin)? Answer: 447.48, 9.11 kJ/mol, in the order shown.
What did we get for calculated total energy? Answer: -221.5058, -3022.0709 a.u., in the order shown.